11
Properties=species:S:1:pos:R:3 method="wB97M-V/def2-TZVPD" charge=0 homo_lumo_gap_ev=8.4578 de_lowest_kcal_mol=11.6 e_tot_ha=-622.2589
C -1.5924 -1.6784 0.5515
C -1.5326 0.8732 -0.2617
C 0.9821 -0.2205 -0.0375
N -1.8562 -2.7705 0.3195
N -1.7897 1.3026 -1.2998
N 1.6308 0.9258 -0.1028
P -1.1068 -0.0437 1.2029
H 1.4675 -1.1275 0.4862
H 0.3890 -0.2970 -0.9180
H 1.3831 1.7056 -0.6892
H 2.0251 1.3304 0.7489